Record 1
Density functional theory data (ωB97M-V/def2-TZVPD) for a single C21H31N5O3 molecule.

Each line ends with the Mulliken charge.
CARTESIAN COORDINATES (ANGSTROEM)
C  -1.60  -5.91  -4.06  -1.293
C  -0.38  -5.24  -4.68  -0.629
C  0.29  -4.12  -3.85  0.797
C  1.81  -4.29  -3.71  -1.195
C  2.19  -3.39  -2.55  -1.101
C  1.03  -3.56  -1.54  1.516
O  1.30  -4.62  -0.65  -0.719
C  0.90  -2.30  -0.70  0.072
O  1.40  -2.27  0.42  -0.756
N  0.29  -1.23  -1.24  0.037
C  0.21  0.04  -0.55  -0.733
C  -0.80  -0.02  0.59  -1.184
N  -0.80  1.20  1.37  0.461
C  -1.43  2.26  0.81  0.391
O  -2.05  2.17  -0.24  -0.655
C  -1.41  3.59  1.51  0.272
C  -2.61  4.22  1.82  -0.606
C  -2.63  5.49  2.38  -0.630
N  -1.54  6.21  2.65  -0.645
C  -0.42  5.60  2.32  0.436
C  -0.26  4.33  1.77  0.513
N  1.08  4.06  1.56  -0.535
C  1.69  5.13  1.98  -0.235
N  0.86  6.10  2.46  0.095
C  1.22  7.41  2.96  -0.831
C  -0.27  1.14  2.73  0.471
C  1.16  0.63  2.76  -1.424
C  -1.20  0.32  3.63  -1.379
C  -0.19  -3.95  -2.40  -1.753
H  -2.05  -6.61  -4.77  0.423
H  -1.34  -6.48  -3.17  0.344
H  -2.37  -5.18  -3.79  0.310
H  0.36  -6.01  -4.90  0.319
H  -0.67  -4.83  -5.66  0.322
H  0.11  -3.17  -4.38  0.327
H  2.04  -5.33  -3.48  0.461
H  2.34  -4.04  -4.63  0.407
H  3.14  -3.66  -2.09  0.363
H  2.28  -2.35  -2.88  0.383
H  1.67  -4.20  0.15  0.416
H  -0.10  -1.30  -2.17  0.344
H  1.19  0.31  -0.15  0.219
H  -0.08  0.81  -1.26  0.531
H  -1.80  -0.20  0.19  0.247
H  -0.55  -0.86  1.24  0.576
H  -3.54  3.71  1.60  0.502
H  -3.57  5.96  2.63  0.406
H  2.76  5.28  1.97  0.428
H  2.30  7.45  3.08  0.329
H  0.90  8.18  2.26  0.296
H  0.74  7.58  3.91  0.313
H  -0.26  2.16  3.12  0.123
H  1.52  0.62  3.79  0.478
H  1.24  -0.39  2.38  0.262
H  1.80  1.28  2.17  0.322
H  -0.80  0.29  4.64  0.422
H  -2.19  0.77  3.68  0.361
H  -1.30  -0.71  3.28  0.303
H  -1.00  -3.21  -2.34  0.349
H  -0.60  -4.86  -1.98  0.356

The frontier orbital gap is 0.35368 Ha. The energy above the lowest of the compared OMol25 structures with the same formula, charge and spin is 28.05 kJ/mol. The SMILES is CC[C@@H]1CC[C@@](O)(C(=O)NCCN(C(=O)c2ccnc3c2ncn3C)C(C)C)C1. The value obtained for the HOMO energy is -9.111 eV. Its spin multiplicity is 1.

---

Record 2
Density functional theory data (ωB97M-V/def2-TZVPD) for a molecular structure, C21H31N5O6PtS at a distorted geometry.

Each line ends with the Mulliken charge.
CARTESIAN COORDINATES (ANGSTROEM)
O  5.13  -1.50  1.27  -0.494
H  4.91  -2.07  2.11  0.420
Pt  1.17  -0.60  0.04  -0.037
N  -0.23  -1.96  0.48  1.025
N  1.32  -1.78  -1.56  0.842
N  0.83  0.79  1.46  0.675
N  2.43  0.91  -0.51  0.237
O  -0.91  -1.86  1.56  -0.963
O  -0.13  0.64  2.38  -0.643
O  3.12  0.90  -1.65  -0.613
O  2.01  -1.40  -2.56  -0.903
C  0.48  -2.85  -1.56  0.342
C  -0.36  -2.98  -0.42  0.495
C  1.54  1.92  1.39  0.178
C  2.48  1.97  0.29  0.567
C  -1.28  -4.10  -0.13  -1.479
H  -2.33  -3.78  -0.23  0.169
H  -1.13  -4.49  0.89  0.287
H  -1.11  -4.92  -0.84  0.480
C  0.49  -3.71  -2.76  -1.620
H  1.37  -4.38  -2.78  0.255
H  0.49  -3.09  -3.66  0.363
H  -0.41  -4.34  -2.76  0.440
C  1.25  3.05  2.31  -1.495
C  3.33  3.13  -0.06  -1.638
H  0.90  2.70  3.29  0.373
H  0.47  3.71  1.90  0.160
H  2.15  3.67  2.45  0.424
H  4.11  2.80  -0.75  0.445
H  3.79  3.55  0.84  0.393
H  2.73  3.92  -0.53  0.226
H  -0.50  -0.30  2.24  0.552
H  2.83  0.02  -2.06  0.538
C  2.53  -1.49  0.94  -1.715
H  3.54  -1.97  0.50  0.525
H  3.36  -0.88  1.54  0.422
H  2.27  -2.28  1.60  0.477
O  4.34  -3.09  3.73  -0.609
H  4.39  -2.77  4.63  0.287
H  4.49  -4.09  3.78  0.307
N  0.06  0.51  -1.10  -0.450
S  -1.45  0.22  -1.61  -0.148
C  -2.49  -0.19  -0.23  0.863
C  -3.27  -1.36  -0.34  -0.808
C  -4.11  -1.74  0.70  -0.404
C  -4.18  -0.95  1.85  -0.516
C  -3.44  0.23  1.95  -0.501
C  -2.60  0.61  0.89  -0.103
C  -1.93  1.94  -1.86  0.412
C  -1.35  2.97  -1.12  0.268
C  -1.77  4.30  -1.32  -0.953
C  -2.78  4.56  -2.26  -0.388
C  -3.37  3.52  -3.00  -0.639
C  -2.94  2.20  -2.80  -0.407
H  0.57  1.12  -1.71  0.424
H  -3.21  -1.93  -1.27  0.540
H  -4.70  -2.66  0.62  0.389
H  -4.80  -1.27  2.70  0.357
H  -3.50  0.87  2.83  0.424
H  -2.09  1.57  0.90  0.147
H  -0.58  2.72  -0.39  0.231
H  -1.30  5.10  -0.74  0.409
H  -3.12  5.59  -2.40  0.365
H  -4.15  3.73  -3.74  0.365
H  -3.38  1.37  -3.35  0.429

The frontier orbital gap (spin up / spin down) is 0.19439 / 0.23126 Ha. The energy above the lowest of the compared OMol25 structures with the same formula, charge and spin is 73.21 kJ/mol. As for the expectation value of S²: 2.021. The value obtained for the HOMO energy (spin up / spin down) is -5.241 / -6.953 eV. Its spin multiplicity is 3.

---

Record 3
Density functional theory data (ωB97M-V/def2-TZVPD) for a molecular structure, C21H32AlBCl6F2N7NaO15 at a distorted geometry.

Each line ends with the Mulliken charge.
CARTESIAN COORDINATES (ANGSTROEM)
C  0.23  -1.70  4.21  -0.943
N  -0.44  -0.88  3.15  -0.047
C  -0.52  -1.51  1.93  0.354
N  -0.86  -2.80  1.77  -0.415
N  -0.28  -0.82  0.86  0.087
C  0.00  0.60  0.88  -0.538
C  1.31  0.93  0.20  0.548
O  1.68  0.20  -0.69  -0.648
N  2.01  2.07  0.75  0.138
C  2.80  1.69  1.97  -1.221
C  2.78  2.83  -0.25  -1.063
H  -0.32  -1.60  5.13  0.369
H  0.28  -2.77  3.99  0.299
H  1.22  -1.29  4.40  0.236
H  -1.40  -0.75  3.46  0.294
H  -1.22  -3.14  2.66  0.309
H  -1.64  -2.82  1.11  0.207
H  -0.33  -1.27  -0.05  0.267
H  -0.79  1.10  0.29  0.078
H  0.01  1.00  1.88  0.373
H  2.36  2.17  2.84  0.309
H  2.62  0.59  2.13  0.483
H  3.90  1.91  1.91  0.356
H  2.92  2.31  -1.21  0.422
H  2.29  3.77  -0.48  0.376
H  3.77  3.10  0.09  0.394
B  -0.09  0.50  8.29  0.620
O  0.28  -0.54  7.28  -0.206
C  0.93  -1.51  7.89  0.483
O  1.37  -2.49  7.34  -0.627
C  1.06  -1.16  9.37  0.485
O  1.61  -1.83  10.20  -0.556
O  0.46  0.00  9.58  -0.429
F  -1.47  0.64  8.36  -0.346
F  0.50  1.71  7.95  -0.336
Na  3.95  0.29  0.36  0.973
C  -2.38  -4.96  -0.98  0.876
O  -1.76  -5.31  -1.97  -0.401
O  -3.00  -5.74  -0.19  -0.601
O  -2.49  -3.76  -0.60  -0.451
C  -2.68  -2.28  10.02  0.059
Cl  -1.56  -2.42  8.66  -0.046
Cl  -3.68  -3.74  10.16  -0.147
Cl  -1.80  -1.98  11.51  -0.101
H  -3.33  -1.44  9.83  0.285
C  3.22  5.27  -5.42  -0.825
C  3.71  4.09  -5.02  0.363
C  2.82  3.05  -4.37  0.834
O  3.30  1.98  -4.03  -0.825
C  1.43  3.38  -4.17  -0.975
C  0.94  4.57  -4.57  0.366
C  1.81  5.59  -5.24  0.878
O  1.32  6.64  -5.59  -0.557
O  -0.32  4.90  -4.40  -0.532
O  5.00  3.77  -5.18  -0.558
H  3.85  6.02  -5.88  0.494
H  0.81  2.64  -3.69  0.628
H  -0.43  5.80  -4.77  0.381
H  5.11  2.87  -4.81  0.350
C  2.65  -0.63  -9.06  -1.142
C  3.30  0.07  -7.87  -0.626
C  2.34  0.99  -7.10  0.288
C  1.86  2.12  -7.92  0.322
N  1.49  2.99  -8.59  -0.437
H  2.30  0.09  -9.81  0.296
H  3.36  -1.30  -9.55  0.366
H  1.79  -1.22  -8.74  0.341
H  4.18  0.63  -8.22  0.191
H  3.68  -0.69  -7.18  0.424
H  2.85  1.39  -6.23  -0.127
H  1.49  0.41  -6.74  0.469
N  -5.87  -5.98  -0.69  -0.351
H  -4.87  -5.85  -0.42  0.275
H  -6.09  -5.36  -1.47  0.382
H  -6.01  -6.95  -0.98  0.402
H  -6.47  -5.77  0.10  0.375
Al  3.73  2.66  -9.37  0.635
N  -3.66  1.46  0.29  0.981
O  -3.78  1.54  -0.94  -0.570
O  -4.19  0.50  0.89  -0.527
O  -3.00  2.30  0.92  -0.552
C  -6.31  -2.10  1.92  0.375
Cl  -7.91  -1.47  1.53  -0.097
Cl  -6.06  -2.14  3.66  -0.084
Cl  -6.10  -3.73  1.23  -0.199
H  -5.57  -1.45  1.47  0.006

The net charge is +2. The frontier orbital gap is 0.04887 Ha. The value obtained for the HOMO energy is -11.235 eV. Its spin multiplicity is 1.

---

Record 4
Density functional theory data (ωB97M-V/def2-TZVPD) for a molecular structure, C21H32AlN4OS2Sb.

Each line ends with the Mulliken charge.
CARTESIAN COORDINATES (ANGSTROEM)
Al  -0.23  -0.49  0.47  -1.969
N  -3.52  -0.01  -0.62  -0.325
C  -3.24  -0.90  0.34  0.586
N  -2.03  -1.08  0.85  1.023
C  -2.01  -2.06  1.85  -0.605
C  -3.21  -2.64  2.06  -0.236
S  -4.42  -1.97  1.03  -0.128
C  -0.74  -2.23  2.52  -0.259
C  -0.40  -3.02  3.56  -0.166
S  1.25  -2.76  4.02  -0.126
C  1.42  -1.58  2.77  0.577
N  0.31  -1.42  2.06  1.207
N  2.55  -0.92  2.54  -0.284
H  -2.83  0.68  -0.88  0.115
H  -4.47  0.13  -0.93  0.247
H  -3.46  -3.42  2.77  0.485
H  -1.01  -3.72  4.10  0.461
H  3.36  -1.04  3.13  0.243
H  2.57  -0.16  1.87  0.122
C  -0.95  -2.75  -3.05  -1.230
Sb  0.26  -2.50  -1.31  0.853
C  2.21  -2.86  -2.10  -1.204
C  -0.12  -4.37  -0.36  -1.279
H  -0.39  -3.37  -3.75  0.428
H  -1.17  -1.79  -3.52  0.361
H  -1.87  -3.25  -2.78  0.419
H  2.16  -3.76  -2.71  0.472
H  2.92  -3.01  -1.29  0.400
H  2.53  -2.02  -2.70  0.325
H  0.07  -5.17  -1.07  0.465
H  -1.16  -4.42  -0.04  0.399
H  0.53  -4.51  0.51  0.381
C  2.34  0.64  -2.10  -1.077
C  1.25  1.58  -2.64  0.319
C  0.06  0.79  -3.20  -0.849
C  0.82  2.63  -1.64  0.351
C  0.90  3.97  -2.01  -1.346
C  0.54  4.98  -1.15  -1.289
C  0.14  4.66  0.14  -1.249
C  0.05  3.34  0.57  0.096
C  -0.22  3.12  2.06  0.539
C  1.05  2.59  2.73  -1.440
C  -1.43  2.28  2.45  -1.288
C  0.35  2.33  -0.36  1.136
O  0.20  1.00  -0.02  0.549
H  2.84  0.12  -2.93  0.458
H  1.92  -0.11  -1.43  -0.181
H  3.10  1.21  -1.56  0.366
H  1.69  2.12  -3.48  0.733
H  -0.48  0.30  -2.38  -0.267
H  0.40  0.03  -3.90  0.440
H  -0.64  1.45  -3.72  0.424
H  1.26  4.21  -3.00  0.452
H  0.59  6.01  -1.46  0.435
H  -0.10  5.45  0.84  0.448
H  -0.40  4.12  2.46  0.691
H  1.33  1.62  2.29  0.036
H  0.90  2.45  3.80  0.423
H  1.89  3.27  2.58  0.421
H  -1.22  1.22  2.37  0.100
H  -2.30  2.53  1.83  0.298
H  -1.69  2.48  3.49  0.511

The net charge is +2. The frontier orbital gap is 0.28005 Ha. The value obtained for the HOMO energy is -13.452 eV. Its spin multiplicity is 1.

---

Record 5
Density functional theory data (ωB97M-V/def2-TZVPD) for a single C21H32F4N5O5PS molecule at a distorted geometry.

Each line ends with the Mulliken charge.
CARTESIAN COORDINATES (ANGSTROEM)
N  0.74  3.79  3.43  -0.887
P  0.83  2.24  3.23  0.395
C  0.70  1.56  1.46  1.206
C  -0.37  2.39  0.73  0.471
C  -0.03  3.87  0.46  -1.048
C  -1.12  4.81  0.90  -0.486
F  -2.29  4.51  0.17  -0.321
O  2.03  1.75  0.96  -0.416
S  2.30  1.92  -0.66  0.138
O  3.63  1.38  -0.78  -0.594
O  1.28  0.79  -1.23  0.012
C  1.36  -0.55  -0.69  -0.759
C  1.62  -1.50  -1.87  -1.515
C  0.55  -1.68  -2.94  -1.141
C  0.00  -0.40  -3.57  0.486
C  -1.26  -0.68  -4.40  -0.887
N  -2.12  0.52  -4.42  -0.339
C  -2.93  0.67  -3.26  0.176
N  -2.75  1.60  -2.41  -0.607
N  -3.97  -0.23  -3.09  -0.514
C  0.19  -0.82  0.28  5.669
C  -1.19  -0.61  -0.38  -0.458
C  -2.39  -1.04  0.43  -0.518
O  -3.37  -1.49  -0.09  -0.533
C  0.27  -2.29  0.74  -3.078
O  -0.30  -3.15  -0.27  -0.525
C  -0.09  -4.45  -0.07  1.065
F  1.20  -4.79  -0.21  -0.308
F  -0.45  -4.85  1.15  -0.282
F  -0.78  -5.12  -0.95  -0.263
C  0.34  0.05  1.60  -0.865
C  1.25  -0.62  2.62  -0.584
C  2.64  -0.68  2.53  -0.475
C  3.34  -1.30  3.54  -0.701
C  2.65  -1.84  4.62  -0.480
N  1.33  -1.80  4.73  -0.756
C  0.66  -1.20  3.75  0.088
H  -0.04  4.04  4.02  0.264
H  2.07  1.72  3.61  0.095
H  -0.14  1.49  3.91  0.082
H  -0.60  1.94  -0.23  -1.108
H  -1.29  2.32  1.31  0.906
H  0.10  4.01  -0.61  0.459
H  0.91  4.16  0.93  0.474
H  -0.87  5.84  0.68  0.363
H  -1.36  4.68  1.95  0.233
H  2.27  -0.58  -0.10  0.029
H  1.88  -2.48  -1.46  0.279
H  2.54  -1.13  -2.34  0.743
H  0.99  -2.28  -3.74  0.565
H  -0.28  -2.27  -2.57  0.253
H  -0.30  0.32  -2.82  -0.486
H  0.75  0.10  -4.18  0.594
H  -1.78  -1.51  -3.91  0.210
H  -1.03  -0.94  -5.43  0.431
H  -2.71  0.52  -5.25  0.322
H  -2.03  2.23  -2.76  0.263
H  -3.73  -1.18  -3.32  0.290
H  -4.34  -0.16  -2.16  0.307
H  -1.27  -1.17  -1.30  0.196
H  -1.38  0.42  -0.64  -0.612
H  -2.38  -0.90  1.52  0.458
H  1.29  -2.60  0.93  1.005
H  -0.33  -2.43  1.64  0.672
H  -0.65  0.08  2.05  0.660
H  3.17  -0.23  1.70  0.282
H  4.42  -1.37  3.51  0.441
H  3.20  -2.32  5.42  0.426
H  -0.42  -1.18  3.85  0.543

The frontier orbital gap is 0.34293 Ha. The energy above the lowest of the compared OMol25 structures with the same formula, charge and spin is 0.00 kJ/mol. The value obtained for the HOMO energy is -9.083 eV. Its spin multiplicity is 1.

---

Record 6
Density functional theory data (ωB97M-V/def2-TZVPD) for 2 unconnected molecules or ions with the total composition C21H32N2O7P2S2 at a distorted geometry.

Each line ends with the Mulliken charge.
CARTESIAN COORDINATES (ANGSTROEM)
C  7.00  -1.00  2.58  -0.859
C  7.31  -1.69  1.13  -0.174
O  7.40  -0.76  0.00  -0.360
C  6.19  0.07  -0.16  -0.505
C  4.82  -0.78  -0.52  0.483
C  4.76  -2.30  -1.13  -0.672
C  3.36  -3.11  -1.44  0.503
P  3.43  -4.90  -2.10  0.582
O  2.04  -5.40  -3.03  -0.506
O  4.92  -5.10  -3.02  -0.514
S  3.52  -6.13  -0.54  -0.402
C  1.96  -2.31  -1.14  -0.135
C  1.89  -0.73  -0.57  -0.264
C  3.36  0.00  -0.28  -0.136
P  3.33  1.84  0.38  0.178
O  2.37  2.80  -0.72  -0.475
O  2.71  1.88  2.01  -0.498
N  0.55  -0.07  -0.37  0.029
C  -0.40  -0.88  0.49  0.158
C  -1.17  -0.16  1.79  -0.486
C  -2.21  -1.13  2.63  -0.336
C  -2.53  -2.70  2.28  -0.426
C  -1.78  -3.40  0.98  -0.369
C  -0.72  -2.48  0.11  0.290
S  0.25  -3.12  -1.40  -0.253
H  7.74  -1.49  3.38  0.291
H  5.92  -1.38  2.90  0.208
H  7.09  0.17  2.61  0.249
H  6.55  -2.57  1.00  0.183
H  8.38  -2.20  1.22  0.315
H  6.39  0.77  -1.11  0.302
H  6.01  0.84  0.74  0.250
H  5.77  -2.91  -1.35  0.338
H  1.35  -5.81  -2.42  0.353
H  5.50  -5.66  -2.40  0.356
H  1.93  3.49  -0.12  0.359
H  2.56  0.93  2.37  0.333
H  0.62  0.93  -0.07  0.415
H  -0.98  0.97  2.07  0.262
H  -2.74  -0.64  3.57  0.288
H  -3.27  -3.39  2.92  0.288
H  -1.93  -4.50  0.63  0.298
C  -2.56  1.93  -1.97  -0.581
O  -3.84  1.33  -1.87  -0.386
C  -4.05  0.66  -0.62  -0.311
C  -5.16  1.37  0.17  -0.306
N  -4.72  2.68  0.65  -0.311
C  -5.80  3.50  1.21  -0.672
C  -6.89  3.97  0.23  -0.491
O  -6.42  4.90  -0.75  -0.416
C  -5.91  4.29  -1.93  -0.545
H  -2.45  2.35  -2.97  0.281
H  -2.44  2.74  -1.24  0.280
H  -1.77  1.18  -1.82  0.225
H  -3.12  0.59  -0.03  0.029
H  -4.37  -0.35  -0.85  0.353
H  -5.44  0.75  1.03  0.437
H  -6.03  1.46  -0.48  0.207
H  -4.30  3.19  -0.12  0.076
H  -5.33  4.38  1.65  0.367
H  -6.27  2.95  2.04  0.388
H  -7.64  4.52  0.82  0.352
H  -7.43  3.14  -0.24  0.341
H  -6.42  3.35  -2.17  0.278
H  -4.84  4.13  -1.84  0.178
H  -6.07  4.99  -2.76  0.286

The frontier orbital gap is 0.25302 Ha. The SMILES is CCOCc1cc(P(O)(O)=S)c2c(c1P(O)O)Nc1ccccc1S2.COCCNCCOC. The value obtained for the HOMO energy is -8.195 eV. Its spin multiplicity is 1.

---

Question: What is the formula in the first record?
Answer: C21H31N5O3